# 1
Entry from the OMol25 dataset: 4 unconnected molecules or ions with the total composition C20H35BF9NO10P (ωB97M-V/def2-TZVPD).

Each line ends with the Mulliken charge.
Positions of all 77 atoms, in Å:
C (5.923, 2.450, -1.516)  -0.958
P (5.689, 1.133, -2.799)  -0.232
O (6.227, -0.182, -1.846)  -0.486
B (3.717, 0.941, -2.839)  1.015
C (3.365, -0.658, -2.851)  -1.104
C (1.900, -0.968, -3.225)  -0.277
C (1.238, -1.993, -2.265)  -0.749
C (0.256, -1.323, -1.348)  0.538
O (-0.926, -1.559, -1.280)  -0.729
O (0.770, -0.373, -0.537)  -0.229
C (3.190, 1.773, -4.178)  -0.916
C (2.253, 2.954, -3.960)  0.136
O (2.783, 3.844, -2.972)  -0.644
C (0.790, 2.613, -3.661)  -1.038
N (0.555, 1.983, -2.366)  -0.222
H (5.733, 2.041, -0.516)  0.177
H (6.938, 2.858, -1.539)  0.425
H (5.216, 3.268, -1.679)  0.154
H (6.302, 0.078, -0.923)  0.280
H (3.273, 1.416, -1.781)  -0.496
H (4.048, -1.258, -3.468)  0.395
H (3.536, -1.025, -1.831)  0.302
H (1.811, -1.329, -4.251)  0.571
H (1.325, -0.038, -3.184)  -0.090
H (0.718, -2.807, -2.771)  0.168
H (2.029, -2.422, -1.644)  0.477
H (1.603, -0.011, -0.892)  0.030
H (4.075, 2.185, -4.684)  0.406
H (2.711, 1.127, -4.930)  0.323
H (2.177, 3.557, -4.875)  0.481
H (2.854, 3.306, -2.169)  0.083
H (0.213, 3.543, -3.789)  0.455
H (0.445, 1.918, -4.435)  0.434
H (-0.392, 1.628, -2.307)  0.220
H (0.674, 2.655, -1.619)  0.058
C (0.914, 0.597, 3.901)  -1.350
C (0.339, 0.980, 2.558)  0.329
O (0.834, 2.271, 2.119)  -0.364
C (2.038, 2.261, 1.567)  0.389
O (2.772, 1.328, 1.432)  -0.512
C (2.368, 3.670, 1.013)  0.880
F (2.163, 4.628, 1.930)  -0.281
F (1.561, 3.925, -0.028)  -0.288
F (3.628, 3.724, 0.612)  -0.247
H (0.697, 1.366, 4.643)  0.249
H (0.459, -0.337, 4.232)  0.389
H (1.992, 0.458, 3.835)  0.454
H (-0.739, 1.106, 2.605)  0.330
H (0.576, 0.240, 1.793)  -0.001
C (-2.368, -4.511, -1.406)  -0.541
C (-3.717, -4.132, -1.958)  -0.265
O (-4.581, -5.298, -2.128)  -0.311
C (-5.204, -5.730, -1.054)  0.347
O (-5.182, -5.281, 0.055)  -0.519
C (-6.078, -6.958, -1.420)  0.890
F (-5.411, -7.842, -2.170)  -0.248
F (-7.157, -6.558, -2.115)  -0.259
F (-6.501, -7.578, -0.321)  -0.243
H (-1.891, -5.259, -2.039)  0.315
H (-1.754, -3.611, -1.387)  -0.065
H (-2.453, -4.908, -0.394)  0.319
H (-3.641, -3.722, -2.962)  0.302
H (-4.233, -3.417, -1.319)  0.321
C (-4.397, -0.205, 7.002)  -1.082
C (-4.896, 0.261, 5.654)  -0.237
O (-4.359, 1.566, 5.321)  -0.349
C (-3.129, 1.576, 4.835)  0.320
O (-2.414, 0.637, 4.641)  -0.477
C (-2.711, 3.026, 4.481)  0.993
F (-3.016, 3.878, 5.466)  -0.270
F (-3.355, 3.414, 3.372)  -0.274
F (-1.405, 3.083, 4.257)  -0.226
H (-4.641, 0.526, 7.773)  0.306
H (-4.875, -1.150, 7.258)  0.364
H (-3.319, -0.358, 6.988)  0.314
H (-5.972, 0.411, 5.650)  0.322
H (-4.628, -0.436, 4.861)  0.321

Atoms 1-3, force components in eV/Å:
C 0.19 0.19 -0.11
P -0.13 -0.19 0.23
O 0.27 0.01 -0.13

The lowest unoccupied orbital energy comes out at 1.91 eV. For the highest occupied orbital energy, the calculation gives -3.6 eV. As for the net charge: -1.

=====

# 2
Entry from the OMol25 dataset: a single C11H10ClN3O2 molecule (ωB97M-V/def2-TZVPD).

Each line ends with the natural charge from an NBO analysis.
Positions of all 27 atoms, in Å:
O (-0.170, 0.770, 3.416)  -0.492
Cl (3.258, 2.689, 0.336)  0.024
N (-0.465, -0.697, -0.845)  -0.415
N (3.098, 1.103, -1.762)  -0.450
N (1.306, -0.370, -2.280)  -0.431
O (0.573, 1.488, 0.769)  -0.450
C (-1.008, 0.582, 2.538)  0.562
C (-1.165, -0.270, 0.186)  0.341
C (2.492, 0.207, -2.550)  0.413
C (2.461, 1.499, -0.679)  0.187
C (0.702, -0.040, -1.174)  0.310
C (1.201, 0.997, -0.351)  0.174
C (-0.763, 0.951, 1.058)  -0.068
C (3.156, -0.256, -3.819)  -0.649
C (-2.266, -0.207, 2.904)  -0.505
C (-2.414, -1.045, 0.524)  -0.468
C (-2.415, -1.445, 1.991)  -0.383
H (-1.480, 1.747, 0.836)  0.221
H (2.963, 0.466, -4.583)  0.228
H (2.745, -1.172, -4.201)  0.233
H (4.238, -0.339, -3.704)  0.230
H (-3.172, 0.432, 2.857)  0.225
H (-2.174, -0.591, 3.910)  0.247
H (-3.298, -0.466, 0.304)  0.223
H (-2.457, -1.934, -0.111)  0.252
H (-3.356, -1.974, 2.269)  0.226
H (-1.587, -2.122, 2.161)  0.213

Atoms 1-3, force components in eV/Å:
O -1.09 0.14 -1.80
Cl -0.47 -0.51 -0.37
N -2.19 0.39 2.29

The calculation puts the energy above the lowest of the compared OMol25 structures with the same formula, charge and spin at 23.9 kcal/mol. The lowest unoccupied orbital energy comes out at -0.43 eV. For the highest occupied orbital energy, the calculation gives -8.9 eV. Its SMILES is Cc1nc(Cl)c2c(n1)N=C1CCCC(=O)[C@H]1O2.

=====

# 3
Entry from the OMol25 dataset: a molecular structure, C8H10AlO8P (ωB97M-V/def2-TZVPD).

Each line ends with the natural charge from an NBO analysis.
Positions of all 28 atoms, in Å:
O (2.889, -4.337, -5.292)  -0.454
C (2.460, -4.117, -4.227)  0.463
Al (1.356, -1.507, -0.772)  1.084
C (0.521, -1.319, 1.135)  0.430
O (0.131, -1.413, 2.226)  -0.302
C (1.658, 0.700, -0.724)  0.448
O (1.986, 1.805, -0.847)  -0.350
C (-0.396, -0.997, -1.680)  0.431
O (-1.294, -0.831, -2.392)  -0.294
C (3.223, -1.607, -0.118)  0.501
O (4.343, -1.732, 0.143)  -0.237
H (1.996, -1.257, -2.212)  -0.227
C (-0.596, 3.092, -0.535)  -0.280
O (-1.377, 2.057, -0.071)  -0.765
P (-0.636, 0.644, 0.243)  1.819
O (0.181, 1.107, 1.562)  -0.814
C (-0.674, 1.439, 2.640)  -0.295
O (-2.013, -0.148, 0.214)  -0.812
C (-2.356, -1.350, 0.846)  -0.261
H (-0.285, 2.832, -1.546)  0.182
H (0.260, 3.329, 0.123)  0.191
H (-1.274, 3.989, -0.581)  0.249
H (-0.178, 1.134, 3.597)  0.236
H (-0.861, 2.534, 2.675)  0.243
H (-1.624, 0.912, 2.551)  0.184
H (-1.748, -2.206, 0.491)  0.160
H (-2.247, -1.159, 1.903)  0.203
H (-3.445, -1.596, 0.647)  0.266

Atoms 1-3, force components in eV/Å:
O -1.98 0.99 4.88
C 1.96 -0.96 -4.84
Al 0.29 2.21 -1.65

The calculation puts the energy above the lowest of the compared OMol25 structures with the same formula, charge and spin at 41.8 kcal/mol. The lowest unoccupied orbital energy (spin up / spin down) comes out at -10.43 / -10.43 eV. For the highest occupied orbital energy (spin up / spin down), the calculation gives -17.0 / -17.0 eV. As for the net charge: +2.